(1)
{"formula": "C2H3BrClFIN", "method": "ωB97M-V/def2-TZVPD", "e_above_lowest_ev": 4.4057, "largest_force_ev_per_a": 3.7, "e_homo_ev": [-8.41, -9.31], "gap_ev": [8.05, 8.75], "energy_ev": -96990.6248, "symbols": ["C", "C", "N", "F", "Cl", "Br", "I", "H", "H", "H"], "positions_angstrom": [[0.060, -0.695, 0.060], [-2.213, -1.328, 1.815], [-0.017, -0.989, 1.445], [0.315, 0.201, 2.147], [-2.264, -2.930, 1.216], [-2.995, 0.039, 0.838], [-2.135, -0.986, 3.875], [0.281, 0.393, -0.115], [0.972, -1.332, -0.418], [-0.798, -1.036, -0.458]], "forces_ev_per_angstrom": [[3.501, 0.246, -1.204], [2.454, 0.462, 0.397], [-1.279, -0.472, 1.293], [-0.323, -0.513, -0.644], [-0.283, 0.293, 0.090], [-0.540, 0.089, -0.379], [-0.240, -0.332, -0.165], [-0.430, -1.036, 0.003], [-1.853, 1.458, 1.161], [-1.007, -0.195, -0.552]], "nbo_charge": [-0.52, -0.45, 0.03, -0.28, 0.09, 0.17, 0.29, 0.23, 0.22, 0.22]}

***

(2)
{"formula": "C6H12SSi", "method": "ωB97M-V/def2-TZVPD", "e_above_lowest_ev": 1.9466, "largest_force_ev_per_a": 3.1, "smiles": "C[Si]1(C)CS1.C#CC", "e_homo_ev": -8.51, "gap_ev": 9.25, "energy_ev": -25126.5607, "symbols": ["C", "Si", "C", "C", "S", "H", "H", "H", "H", "H", "H", "H", "H", "C", "C", "C", "H", "H", "H", "H"], "positions_angstrom": [[1.759, 1.937, -0.897], [1.802, 0.151, -0.017], [1.936, 0.239, 1.834], [2.338, -1.460, -0.874], [0.465, -1.364, -0.804], [1.139, 2.681, -0.454], [2.641, 2.552, -0.727], [1.405, 1.870, -1.865], [2.702, 0.938, 1.861], [1.209, 0.680, 2.456], [2.102, -0.759, 2.192], [2.823, -1.554, -1.950], [2.640, -2.191, -0.158], [-2.711, -0.378, -1.387], [-3.366, -0.676, -0.420], [-3.977, -1.316, 0.726], [-2.392, 0.276, -2.084], [-4.883, -0.843, 1.044], [-3.260, -1.354, 1.630], [-4.469, -2.267, 0.424]], "forces_ev_per_angstrom": [[1.018, -1.051, 2.754], [-1.626, 0.375, -1.509], [-0.713, -0.927, -1.422], [0.341, 1.208, -1.688], [0.559, 0.707, -0.004], [-1.579, -0.091, 0.986], [0.932, -0.668, -0.811], [-0.066, -0.241, -2.244], [2.398, 0.843, 0.840], [-1.522, 0.466, 0.167], [0.756, -0.299, 0.368], [-1.096, 0.272, 2.458], [0.615, -0.606, 0.101], [-1.579, -0.535, 2.150], [0.483, -0.737, -0.097], [0.136, -0.706, 1.012], [1.264, 1.280, -2.180], [-0.326, 1.138, 0.363], [-1.187, -0.376, -1.531], [1.191, -0.053, 0.287]], "nbo_charge": [-1.06, 1.42, -1.11, -0.93, -0.25, 0.24, 0.24, 0.24, 0.23, 0.26, 0.25, 0.25, 0.22, -0.24, 0.01, -0.71, 0.22, 0.24, 0.24, 0.25]}

***

(3)
{"formula": "C6H10", "method": "ωB97M-V/def2-TZVPD", "e_above_lowest_ev": 2.3630, "largest_force_ev_per_a": 3.6, "smiles": "C=CC=C(C)C", "e_homo_ev": -8.21, "gap_ev": 8.91, "energy_ev": -6381.4965, "symbols": ["C", "C", "C", "C", "C", "C", "H", "H", "H", "H", "H", "H", "H", "H", "H", "H"], "positions_angstrom": [[2.986, -0.201, -0.153], [1.695, 0.220, 0.187], [0.496, -0.552, 0.200], [-0.719, -0.088, 0.002], [-1.143, 1.354, 0.013], [-1.904, -1.021, -0.096], [3.768, 0.505, -0.332], [3.398, -1.213, 0.028], [1.391, 1.242, 0.040], [0.668, -1.651, 0.245], [-1.000, 1.838, 1.076], [-0.549, 1.881, -0.766], [-2.248, 1.537, -0.394], [-2.814, -0.434, -0.443], [-1.800, -2.055, -0.700], [-2.224, -1.363, 1.093]], "forces_ev_per_angstrom": [[-2.329, 0.164, 2.063], [2.675, -0.216, -2.102], [1.201, -2.548, 0.271], [-2.207, -0.394, 0.255], [-0.905, 1.783, -0.159], [-1.900, -2.303, 1.994], [0.127, 0.601, -0.143], [-0.877, 0.381, -0.416], [0.871, 0.781, 0.165], [-0.465, 0.692, -0.099], [-0.355, -0.746, -2.221], [-0.088, 0.147, 0.831], [2.284, -0.623, 1.316], [1.129, -1.114, 0.179], [0.003, 2.560, 1.347], [0.839, 0.837, -3.280]], "nbo_charge": [-0.39, -0.20, -0.25, 0.01, -0.67, -0.64, 0.19, 0.19, 0.19, 0.20, 0.24, 0.23, 0.22, 0.22, 0.23, 0.22]}

***

(4)
{"formula": "C2H5NO3", "method": "ωB97M-V/def2-TZVPD", "e_above_lowest_ev": 0.3790, "largest_force_ev_per_a": 0.7, "smiles": "NC=O.O=CO", "e_homo_ev": -10.39, "gap_ev": 11.22, "energy_ev": -9787.8102, "symbols": ["N", "C", "O", "H", "H", "H", "O", "C", "O", "H", "H"], "positions_angstrom": [[-1.807, -1.010, -0.158], [-1.746, 0.033, 0.730], [-1.110, 1.043, 0.539], [-1.041, -0.987, -0.823], [-1.904, -1.909, 0.294], [-2.347, -0.110, 1.641], [2.422, -0.532, -1.457], [2.248, 0.419, -0.761], [1.475, 0.389, 0.334], [2.705, 1.412, -0.909], [1.104, 1.252, 0.569]], "forces_ev_per_angstrom": [[0.493, 0.011, 0.481], [0.172, -0.030, -0.184], [-0.278, 0.307, 0.045], [-0.146, 0.000, -0.069], [-0.264, -0.033, -0.195], [-0.061, -0.073, -0.028], [0.143, -0.102, 0.038], [-0.164, 0.595, 0.275], [-0.069, -0.511, 0.011], [0.045, -0.096, -0.287], [0.129, -0.068, -0.086]], "nbo_charge": [-0.81, 0.54, -0.62, 0.40, 0.39, 0.11, -0.56, 0.65, -0.69, 0.09, 0.51]}

***

(5)
{"formula": "C20H44N2O12", "method": "ωB97M-V/def2-TZVPD", "total_charge": -2, "e_above_lowest_ev": 0.0000, "largest_force_ev_per_a": 1.8, "e_homo_ev": -0.93, "gap_ev": 4.39, "energy_ev": -49000.8922, "symbols": ["O", "H", "H", "H", "C", "C", "C", "O", "C", "C", "C", "O", "O", "O", "H", "H", "C", "C", "O", "H", "H", "H", "H", "H", "O", "H", "H", "O", "H", "H", "C", "O", "C", "C", "N", "C", "C", "O", "C", "H", "H", "H", "H", "H", "H", "H", "H", "H", "H", "H", "H", "H", "H", "H", "C", "O", "C", "C", "N", "C", "C", "O", "C", "H", "H", "H", "H", "H", "H", "H", "H", "H", "H", "H", "H", "H", "H", "H"], "positions_angstrom": [[0.747, -1.466, -0.970], [0.161, -1.999, -1.544], [1.662, -1.410, -1.404], [0.871, -1.958, -0.065], [2.592, 0.918, -4.695], [3.844, 0.919, -5.375], [5.056, 0.150, -4.726], [6.146, 0.215, -5.291], [4.779, -0.588, -3.533], [3.533, -0.616, -2.929], [2.429, 0.273, -3.471], [1.351, 0.401, -2.815], [3.300, -1.370, -1.930], [4.003, 1.481, -6.465], [1.779, 1.496, -5.114], [5.594, -1.147, -3.088], [-0.219, -4.221, 1.518], [0.584, -3.069, 2.157], [1.428, -2.463, 1.276], [0.527, -4.925, 1.146], [-0.794, -3.776, 0.695], [-0.976, -4.704, 2.146], [1.099, -3.418, 3.071], [-0.176, -2.341, 2.532], [-0.440, -3.089, -2.768], [-0.670, -2.837, -3.669], [-1.123, -3.710, -2.494], [4.032, -2.745, 0.511], [3.095, -2.633, 0.789], [4.066, -2.274, -0.338], [0.060, 1.299, 1.329], [0.865, 2.451, 1.204], [0.945, 2.882, -0.146], [1.606, 4.240, -0.168], [0.726, 5.228, 0.454], [1.292, 6.545, 0.605], [2.534, 6.636, 1.493], [2.044, 6.387, 2.809], [3.029, 6.597, 3.784], [0.557, 0.364, 1.051], [-0.834, 1.450, 0.717], [-0.272, 1.150, 2.360], [-0.033, 3.011, -0.631], [1.486, 2.119, -0.716], [1.666, 4.503, -1.231], [2.610, 4.201, 0.265], [0.405, 4.822, 1.326], [0.554, 7.245, 1.004], [1.498, 6.932, -0.400], [2.952, 7.651, 1.431], [3.311, 5.891, 1.302], [3.469, 7.602, 3.735], [3.856, 5.894, 3.606], [2.637, 6.407, 4.780], [-1.681, 0.303, -2.207], [-1.975, -0.088, -0.878], [-3.087, -0.899, -0.724], [-3.056, -1.480, 0.684], [-4.014, -2.586, 0.785], [-4.075, -3.087, 2.165], [-5.388, -3.779, 2.481], [-5.411, -5.018, 1.799], [-6.450, -5.852, 2.227], [-1.164, 1.259, -2.195], [-2.525, 0.506, -2.884], [-1.083, -0.502, -2.627], [-3.185, -1.757, -1.413], [-4.049, -0.378, -0.854], [-3.277, -0.686, 1.400], [-2.034, -1.806, 0.922], [-3.649, -3.337, 0.211], [-3.992, -2.247, 2.854], [-3.275, -3.820, 2.308], [-6.256, -3.172, 2.198], [-5.403, -3.911, 3.574], [-6.494, -6.707, 1.555], [-7.428, -5.352, 2.246], [-6.289, -6.209, 3.255]], "forces_ev_per_angstrom": [[-0.394, -0.280, 0.160], [0.336, 0.158, -0.187], [0.854, 0.509, -0.471], [0.686, -0.360, 1.399], [1.199, -0.331, 0.050], [-0.555, -0.043, -0.241], [-0.580, 0.218, 0.092], [0.205, -0.100, 0.037], [0.216, 0.342, -0.370], [0.776, -0.525, 0.234], [-1.555, 0.785, -0.229], [0.512, -0.540, 0.177], [-1.194, 0.225, 0.185], [0.366, 0.055, -0.080], [-0.063, 0.037, 0.050], [-0.047, -0.106, -0.002], [0.213, 0.389, -0.090], [-0.683, 0.576, 0.159], [-0.565, 0.060, -0.814], [-0.339, -0.239, -0.212], [0.225, -0.183, -0.259], [0.307, -0.093, 0.320], [0.084, -0.213, -0.078], [-0.036, -0.027, 0.183], [-0.309, -0.266, -0.080], [0.154, 0.179, -0.015], [0.027, -0.044, 0.041], [0.039, 0.061, -0.095], [0.151, -0.160, 0.182], [-0.022, -0.046, -0.002], [-0.543, -0.250, 0.001], [-0.303, 0.247, 0.281], [0.536, -0.227, 0.060], [-0.384, 0.091, -0.749], [-0.201, -0.429, 0.220], [0.405, -0.122, -0.457], [-0.791, 0.033, 0.491], [-0.067, 0.549, 0.365], [0.667, -0.489, -0.360], [0.163, 0.190, -0.330], [-0.030, -0.354, -0.014], [0.222, 0.403, 0.119], [-0.205, -0.224, 0.366], [0.098, 0.237, -0.231], [0.415, 0.046, 0.050], [0.013, -0.091, -0.012], [0.074, 0.320, 0.173], [-0.080, -0.169, 0.231], [0.303, -0.101, 0.020], [0.134, -0.054, 0.038], [0.030, 0.122, -0.423], [-0.214, 0.124, 0.030], [0.054, 0.015, 0.182], [-0.245, 0.043, -0.069], [0.114, -0.003, -0.405], [-0.608, 0.428, -0.168], [-0.757, -0.631, 0.535], [0.364, -0.035, -0.242], [-0.033, 0.442, 0.571], [-0.537, -0.174, -0.716], [0.536, 0.080, 0.102], [-0.182, 0.005, 0.090], [-0.187, -0.101, 0.283], [0.615, -0.358, 0.207], [-0.539, -0.406, 0.520], [0.319, 0.464, -0.409], [0.632, 0.128, -0.296], [0.144, 0.324, -0.058], [-0.284, -0.118, 0.065], [0.062, 0.062, -0.122], [-0.162, -0.028, -0.091], [0.278, -0.015, -0.001], [0.105, 0.187, 0.521], [0.048, 0.062, -0.084], [-0.190, -0.319, -0.023], [-0.014, -0.002, 0.006], [0.055, 0.108, -0.263], [0.161, -0.044, -0.046]], "lowdin_charge": [0.12, 0.06, 0.09, 0.07, -0.03, -0.40, -0.39, -0.02, -0.01, -0.36, -0.39, -0.08, -0.08, -0.04, 0.09, 0.10, -0.11, -0.47, -0.30, 0.07, 0.04, 0.04, 0.09, 0.08, -0.02, 0.07, 0.06, -0.13, -0.03, -0.02, -0.10, -0.19, -0.22, -0.20, -0.06, -0.22, -0.22, -0.20, -0.14, 0.09, 0.07, 0.08, 0.12, 0.13, 0.13, 0.11, 0.10, 0.11, 0.11, 0.12, 0.11, 0.08, 0.09, 0.08, -0.09, -0.19, -0.26, -0.21, -0.05, -0.20, -0.24, -0.19, -0.14, 0.08, 0.09, 0.06, 0.12, 0.12, 0.12, 0.11, 0.10, 0.12, 0.11, 0.12, 0.12, 0.08, 0.08, 0.08]}